ORCA calculation (ωB97M-V with the def2-TZVPD basis set) on 12 unconnected molecules or ions with the total composition C36H84N12O12 in a non-equilibrium geometry.

As for the relative energy (zero: lowest compared OMol25 entry of this formula, charge and spin): 119.9 kcal/mol. Its total energy is -81147.7728 eV. As for the HOMO-LUMO gap: 8.65 eV. Its SMILES is CNC(C)=O.CNC(C)=O.CNC(C)=O.CNC(C)=O.CNC(C)=O.CNC(C)=O.CNC(C)=O.CNC(C)=O.CNC(C)=O.CNC(C)=O.CNC(C)=O.CNC(C)=O. Its LUMO energy is -0.01 eV.

Last column: Mulliken charge in e.
Geometry (Å):
C  -9.72665  -20.03137  22.62356  -1.054
N  -10.11188  -19.63765  21.20590  -0.096
C  -10.48673  -20.55666  20.33418  0.675
C  -10.52288  -20.04824  18.79108  -0.424
O  -10.66923  -21.79214  20.55324  -0.729
H  -8.87063  -19.44205  22.95223  0.327
H  -9.56639  -21.10081  22.76031  0.365
H  -10.64122  -19.91961  23.20592  0.315
H  -9.83200  -18.72873  20.86585  0.197
H  -10.17727  -19.01494  18.82192  0.180
H  -11.54874  -20.22578  18.46833  -0.199
H  -9.86439  -20.77257  18.31166  0.396
C  -14.57755  -18.00117  15.37824  -0.626
N  -13.88623  -18.08525  16.60284  0.401
C  -13.56747  -17.05386  17.41323  0.382
C  -13.13466  -17.31532  18.84033  -0.506
O  -13.71140  -15.90173  17.08153  -0.307
H  -13.95674  -17.73628  14.52236  -0.044
H  -15.35714  -17.24889  15.49840  0.109
H  -14.88165  -19.03450  15.21141  0.380
H  -13.75382  -18.99109  17.02949  0.013
H  -13.00496  -16.39053  19.40249  0.089
H  -12.11002  -17.66970  18.95278  -0.132
H  -13.87394  -17.86107  19.42662  0.372
C  -10.52598  -16.88427  9.06693  -0.919
N  -11.14754  -17.73937  10.04044  -0.188
C  -11.26687  -17.45261  11.35419  0.637
C  -12.12815  -18.44272  12.09297  -1.059
O  -11.01740  -16.41359  11.87093  -0.703
H  -11.14573  -16.83871  8.17141  0.349
H  -9.47534  -17.13923  8.92817  0.346
H  -10.29973  -15.83681  9.26622  0.259
H  -11.30423  -18.67174  9.68516  0.226
H  -11.91686  -19.46221  11.77034  0.440
H  -13.19514  -18.30519  11.91774  0.254
H  -11.99111  -18.44622  13.17432  0.242
C  -14.82995  -13.16411  19.18651  -0.638
N  -14.44467  -12.96069  20.63143  -0.051
C  -13.18290  -12.89063  21.02188  0.717
C  -12.88001  -12.76150  22.52165  -1.162
O  -12.20561  -12.85816  20.25891  -0.725
H  -15.25566  -14.13988  18.95261  -0.044
H  -14.01669  -12.99830  18.47995  0.320
H  -15.60429  -12.45528  18.89315  0.430
H  -15.23101  -12.54164  21.10699  0.279
H  -11.86182  -12.37505  22.56670  0.312
H  -12.98940  -13.75332  22.96032  0.205
H  -13.58504  -12.10288  23.02885  0.447
C  -12.04787  -14.01167  14.52336  -0.939
N  -12.08948  -13.94989  13.09719  0.206
C  -12.24903  -12.80917  12.37270  0.749
C  -12.20576  -12.96437  10.82914  -1.128
O  -12.17725  -11.74289  12.92424  -0.656
H  -11.09024  -13.65609  14.90364  0.327
H  -12.16648  -15.05409  14.81896  0.272
H  -12.99443  -13.55680  14.81526  0.214
H  -11.80607  -14.82041  12.67062  0.212
H  -11.27548  -13.43943  10.51766  0.294
H  -12.35648  -11.96062  10.43181  0.341
H  -13.03252  -13.58353  10.48097  0.226
C  -16.71002  -16.37050  18.75766  0.085
N  -18.03665  -15.80072  18.74937  0.376
C  -18.83629  -15.82163  17.68932  0.420
C  -20.14534  -14.98388  17.75758  -1.388
O  -18.58534  -16.31766  16.63261  -0.512
H  -15.98970  -15.84379  18.13170  -0.354
H  -16.60858  -17.40432  18.42747  -0.572
H  -16.35922  -16.63050  19.75637  0.603
H  -18.39046  -15.23940  19.51084  0.189
H  -20.18628  -14.11833  17.09634  0.286
H  -20.32388  -14.74973  18.80705  0.357
H  -20.83829  -15.75087  17.41165  0.342
C  -17.23512  -15.49942  9.47517  -1.126
N  -17.28587  -15.68777  10.87492  -0.068
C  -17.53712  -16.86380  11.39994  0.628
C  -17.53619  -17.08591  12.92539  -0.241
O  -17.86600  -17.81643  10.69562  -0.714
H  -16.16379  -15.42506  9.28855  0.331
H  -17.76795  -14.64808  9.05161  0.302
H  -17.57401  -16.30274  8.82100  0.371
H  -16.87916  -14.94335  11.42312  0.485
H  -18.51094  -17.18793  13.40242  0.375
H  -16.86191  -16.35670  13.37450  -0.212
H  -16.88104  -17.94295  13.08146  0.168
C  -20.13397  -18.80300  19.95477  -0.905
N  -18.99523  -18.89746  18.97583  0.097
C  -18.37928  -20.05173  18.64529  0.689
C  -17.43000  -20.00520  17.49364  -0.777
O  -18.75016  -21.07852  19.16992  -0.695
H  -20.08373  -17.95749  20.64084  0.182
H  -20.08507  -19.66223  20.62369  0.374
H  -21.10516  -18.70847  19.46904  0.319
H  -18.84980  -18.17944  18.28056  0.030
H  -17.29145  -20.99746  17.06430  0.345
H  -16.43231  -19.61948  17.70325  -0.027
H  -17.85249  -19.47274  16.64153  0.379
C  -15.55038  -17.52642  23.10710  -0.826
N  -16.89683  -17.02247  23.11499  -0.099
C  -17.24756  -15.82139  23.27435  0.857
C  -18.74061  -15.53258  23.21230  -1.086
O  -16.43530  -15.00299  23.68598  -0.674
H  -15.09533  -17.42679  22.12165  0.126
H  -15.49748  -18.59532  23.31389  0.371
H  -14.98335  -16.97749  23.85893  0.296
H  -17.57811  -17.76057  23.00925  0.243
H  -19.28989  -16.18322  23.89279  0.375
H  -19.13914  -15.72106  22.21543  0.136
H  -18.97338  -14.48582  23.40777  0.304
C  -14.12866  -22.43302  19.77828  -0.741
N  -14.24381  -23.03134  18.41908  -0.131
C  -14.25629  -22.35559  17.26778  0.687
C  -14.46076  -23.15220  15.98992  -1.512
O  -14.04008  -21.22343  17.12790  -0.514
H  -15.12850  -22.28873  20.18766  0.315
H  -13.65592  -21.45476  19.86567  0.132
H  -13.52634  -23.14257  20.34560  0.329
H  -14.52400  -24.00139  18.39429  0.226
H  -14.64071  -22.49356  15.14027  0.268
H  -15.35649  -23.74845  16.16389  0.465
H  -13.62789  -23.79755  15.71070  0.352
C  -9.79499  -15.49825  21.71532  -0.673
N  -9.97233  -14.86284  20.48091  -0.060
C  -9.67074  -15.45857  19.35353  0.664
C  -10.02606  -14.67733  18.15142  -0.944
O  -9.28050  -16.61597  19.27361  -0.703
H  -9.05352  -14.94173  22.28855  0.327
H  -9.76868  -16.58794  21.71595  0.012
H  -10.75961  -15.23512  22.14933  0.257
H  -10.45278  -13.97443  20.48273  0.298
H  -9.87471  -13.60715  18.29253  0.420
H  -11.06974  -14.77505  17.85262  0.081
H  -9.39679  -14.98460  17.31615  0.392
C  -16.67547  -14.05528  15.05431  -0.397
N  -16.28152  -12.77538  14.50279  -0.053
C  -15.99367  -12.69605  13.15746  0.459
C  -15.47996  -11.31507  12.78753  -1.393
O  -16.30739  -13.53774  12.36381  -0.739
H  -16.98740  -13.85414  16.07918  0.183
H  -15.79333  -14.68864  14.96056  -0.004
H  -17.58593  -14.47537  14.62688  0.303
H  -16.13233  -11.98492  15.11352  0.272
H  -15.24232  -11.34834  11.72428  0.302
H  -14.56052  -11.01589  13.29075  0.383
H  -16.22690  -10.52162  12.81238  0.393